# 1
DFT (the ωB97M-V functional and the def2-TZVPD basis) results for C46H28AlF4N6P2S2 as an isolated structure at a distorted geometry.

Geometry as XYZ:
```
89
Properties=species:S:1:pos:R:3:lowdin_charge:R:1
Al -0.6860 1.7478 -0.6128 -0.236
S -1.2625 3.3576 0.9118 0.548
P -0.7812 1.6304 2.0057 0.594
C -0.3988 0.5086 0.7544 -0.550
P -0.2763 -1.2364 0.9868 0.538
S -1.8051 -2.2821 0.1042 0.303
C -0.0609 -1.6712 2.7735 -0.313
C 1.2405 -1.9176 3.2282 -0.079
C 1.4696 -2.1839 4.5835 -0.066
C 0.4186 -2.1467 5.5095 -0.066
C -0.8413 -1.8798 5.0286 -0.097
C -1.1164 -1.6988 3.6965 -0.096
C 1.3164 -1.7482 0.2063 -0.357
C 1.3814 -2.9347 -0.4992 -0.124
C 2.5540 -3.3292 -1.1004 -0.085
C 3.6363 -2.4684 -1.1538 -0.064
C 3.5212 -1.1968 -0.5953 -0.076
C 2.3828 -0.8462 0.1139 -0.120
C 0.5179 2.1225 3.1603 -0.353
C 1.3423 3.2071 2.9424 -0.102
C 2.5463 3.3790 3.6926 -0.066
C 2.8880 2.4576 4.6761 -0.066
C 1.9915 1.3991 4.9469 -0.057
C 0.8444 1.2413 4.1877 -0.101
C -2.2101 1.2242 2.9848 -0.361
C -2.3024 1.7699 4.2525 -0.080
C -3.4797 1.5924 4.9673 -0.056
C -4.5652 0.9149 4.4034 -0.055
C -4.4601 0.4013 3.1184 -0.066
C -3.2898 0.5353 2.3870 -0.084
H 2.0566 -2.0066 2.5070 0.102
H 2.4754 -2.4497 4.8678 0.106
H 0.5285 -2.2561 6.5665 0.105
H -1.6793 -1.8517 5.7060 0.113
H -2.1478 -1.5641 3.3522 0.103
H 0.4973 -3.5492 -0.4489 0.065
H 2.6127 -4.3064 -1.5711 0.105
H 4.5876 -2.6902 -1.6075 0.111
H 4.3514 -0.5189 -0.6859 0.102
H 2.3135 0.1035 0.6843 0.109
H 1.1345 3.8964 2.1119 0.069
H 3.1540 4.2737 3.5527 0.105
H 3.7674 2.5960 5.3067 0.109
H 2.1846 0.7549 5.8069 0.112
H 0.2164 0.3798 4.4871 0.093
H -1.4950 2.3385 4.6927 0.109
H -3.4904 1.9523 5.9699 0.100
H -5.4635 0.8174 5.0011 0.110
H -5.2773 -0.1664 2.6841 0.114
H -3.1785 0.1498 1.3977 0.072
N 1.2728 2.1824 -1.0586 0.121
C 1.4048 3.1323 -2.1731 -0.168
C 2.5749 3.6848 -2.6596 0.017
C 2.5420 4.5305 -3.8004 -0.047
C 1.3586 4.9169 -4.3699 0.003
C 0.0966 4.4081 -3.8963 -0.098
C -1.1983 4.6825 -4.4177 0.024
C -2.3052 4.1621 -3.8265 -0.009
C -2.1229 3.3159 -2.7266 -0.077
N -0.9487 2.9723 -2.2317 0.038
C 0.1785 3.4905 -2.7863 -0.126
H 1.8017 1.3049 -1.2363 0.125
H 1.5789 2.5817 -0.1828 0.109
H 3.4909 3.5001 -2.0958 0.128
H 3.5154 4.8651 -4.0884 0.110
H 1.4116 5.5524 -5.2424 0.121
H -1.2263 5.4457 -5.1911 0.133
H -3.2972 4.4344 -4.1429 0.122
H -2.9776 2.9148 -2.1937 0.125
F -3.3674 -4.0988 -3.6993 0.128
C -2.0590 -3.7676 -3.7988 -0.101
C -1.1870 -4.6437 -4.2942 -0.111
F -1.6692 -5.7630 -4.8432 0.154
C 0.2293 -4.2890 -4.2733 -0.001
C 0.5791 -3.0035 -3.7382 -0.168
C -0.3563 -2.1773 -3.2637 -0.147
F 0.0728 -1.0274 -2.7325 0.117
C -1.7491 -2.4425 -3.3169 -0.057
C -2.7010 -1.5722 -2.9270 -0.140
C -2.2930 -0.3568 -2.2386 -0.076
N -2.0048 0.6018 -1.6721 0.247
C -4.1393 -1.6695 -3.0138 -0.154
N -5.2730 -1.5185 -3.0185 0.220
F 1.8118 -2.5872 -3.6868 0.165
C 1.1822 -5.2356 -4.5426 -0.088
C 0.9073 -6.6017 -4.8657 -0.166
N 0.7866 -7.7179 -5.0459 0.236
C 2.6369 -5.0392 -4.4182 -0.152
N 3.7793 -5.0201 -4.3326 0.220
```

Highest occupied orbital energy (spin up / spin down) ... -9.96 / -9.96 eV
Net charge ... +1
Kohn-Sham gap (spin up / spin down) ... 4.4787 / 4.4698 eV

# 2
DFT (the ωB97M-V functional and the def2-TZVPD basis) results for one molecule with the formula C4H12N2S at a distorted geometry.

Geometry as XYZ:
```
19
Properties=species:S:1:pos:R:3:nbo_charge:R:1
C 1.1245 1.2958 0.7435 -0.640
C 0.6786 0.1780 -0.2353 -0.042
C 1.6224 -1.1152 -0.4241 -0.529
S 1.6950 -1.7006 -2.1078 -0.017
N -0.6365 -0.1968 -0.1334 -0.672
C -1.9204 0.5152 -0.2479 -0.016
N -3.0723 -0.0445 0.4466 -0.860
H 0.8501 1.1133 1.8621 0.198
H 0.5996 2.2196 0.3777 0.216
H 2.2375 1.3655 0.8501 0.219
H 0.9743 0.6131 -1.2022 0.180
H 1.5076 -1.7805 0.4717 0.204
H 2.6543 -0.8537 -0.4949 0.214
H 2.7938 -2.5210 -1.6351 0.132
H -0.7861 -0.8936 0.5694 0.358
H -2.2213 0.7093 -1.3213 0.172
H -1.7231 1.5011 0.2651 0.153
H -3.1994 0.5432 1.3226 0.355
H -3.1786 -0.9483 0.8933 0.377
```

Highest occupied orbital energy ... -8.33 eV
Kohn-Sham gap ... 9.1679 eV

Per-record energy, eV: -114807.0220 -18155.4681
Per-record energy above the lowest of the compared OMol25 structures with the same formula, charge and spin, kcal per mole: 0.0 58.8